No. 1
Computed, not measured: a molecular structure, C13H26AsN3OPdS at a distorted geometry, with wB97M-V/def2-TZVPD.

```
46
Properties=species:S:1:pos:R:3:forces:R:3
Pd -0.365539 -0.395739 -2.052030 -0.3 -3.9 0.3
N 1.648961 -0.393939 -2.052030 1.7 -0.4 0.6
C 2.145261 -0.315439 -3.421130 1.2 0.1 -0.8
C 1.805161 0.993461 -4.166030 0.0 -0.5 -0.5
C 0.305861 1.216161 -4.438230 -0.1 0.5 -0.6
C -0.451639 2.088361 -3.422630 -0.3 0.8 -1.0
N -0.363739 1.607661 -2.052030 0.0 2.9 0.8
H 2.045961 0.381161 -1.468730 -0.3 -1.0 -0.7
H 1.961661 -1.299339 -1.643130 -0.3 1.1 -0.2
H 1.737961 -1.176239 -3.995630 0.2 0.6 0.5
H 3.253261 -0.419239 -3.401730 -0.4 0.0 -0.2
H 2.281961 0.852461 -5.161630 -0.1 0.3 0.6
H 2.271761 1.893461 -3.710830 -0.2 -0.5 -0.1
H -0.195239 0.237061 -4.600130 0.2 0.6 0.3
H 0.218261 1.780561 -5.393230 0.0 -0.3 0.4
H -1.518039 2.101361 -3.739630 0.6 0.0 0.4
H -0.077739 3.136361 -3.460630 -0.2 -0.5 -0.3
H -1.166339 1.975261 -1.498630 0.9 -0.3 -0.5
H 0.521661 1.958061 -1.613730 -1.3 -0.2 -0.4
O -1.951539 -2.861139 -2.052030 -2.0 -0.8 0.0
S -2.971639 -1.775039 -2.052030 1.3 0.3 0.1
N -2.363439 -0.395739 -2.052030 -1.3 -0.7 -0.5
C -1.879839 -1.389239 1.275970 -0.3 -0.1 0.2
As -0.365539 -0.395739 0.488870 -0.3 -0.5 1.6
C 1.020561 -1.685939 1.045970 0.3 -0.3 0.1
C -0.230639 1.023261 1.888770 0.0 0.3 0.7
C -0.286039 0.546161 3.319270 -0.1 0.4 0.1
C -1.422139 0.813361 4.105570 0.5 -0.5 0.4
C -1.480639 0.382661 5.434370 0.4 -0.1 -0.3
C -0.404639 -0.309839 5.994070 0.0 0.1 -0.3
C 0.733861 -0.567139 5.227170 -0.4 0.3 -0.3
C 0.795961 -0.138239 3.897370 -0.5 0.1 0.6
H -1.666639 -1.656739 2.330970 -0.1 0.2 -0.6
H -2.046239 -2.320039 0.696070 0.1 0.6 0.3
H -2.793739 -0.762039 1.233470 0.5 -0.4 0.0
H 0.841161 -2.054939 2.073470 0.2 0.3 -0.5
H 2.021861 -1.214539 0.969170 -0.4 -0.3 0.2
H 0.981461 -2.560239 0.364570 -0.1 0.6 0.2
H -1.098139 1.687761 1.687470 0.5 -0.3 0.1
H 0.685761 1.630961 1.733670 -0.4 -0.4 -0.1
H -2.266539 1.349261 3.689670 0.1 0.0 -0.1
H -2.360639 0.587961 6.030270 0.0 0.0 0.0
H -0.451139 -0.641439 7.022870 0.0 0.0 0.0
H 1.570961 -1.095939 5.663770 0.0 0.0 0.0
H 1.693661 -0.331339 3.327070 0.0 0.1 -0.1
H -0.365539 -2.087539 -2.052030 0.6 2.1 -0.3
```
Forces are in eV/Å.

Calculated values
highest occupied orbital energy	-0.22706	Ha
frontier orbital gap	6.26	eV
largest force on an atom	3.93	eV Å⁻¹

***

No. 2
Computed, not measured: 3 unconnected molecules or ions with the total composition C13H26F6O5P2 at a distorted geometry, with wB97M-V/def2-TZVPD.

```
52
Properties=species:S:1:pos:R:3:forces:R:3
C 4.315869 -0.958817 0.864484 0.1 -0.4 0.5
C 3.977800 -0.033739 2.050597 0.1 0.5 -0.9
C 3.419063 1.363090 1.655951 -0.5 -0.4 0.4
C 2.411831 1.379291 0.475718 0.7 0.8 0.2
P 0.971921 0.150555 0.611159 0.5 0.7 -0.6
P -0.531310 -1.477318 0.911418 -0.1 -1.7 0.4
C -1.584383 -0.863860 2.346597 0.5 0.1 -0.8
O -1.507482 -1.622442 -0.478211 0.1 1.4 1.1
H 4.473248 -1.966629 1.270759 0.0 0.1 -0.2
H 3.523379 -1.053104 0.118236 0.1 0.2 0.1
H 5.244746 -0.689579 0.353743 -0.2 0.2 0.0
H 4.911247 0.141386 2.594329 -0.3 -0.2 0.3
H 3.251815 -0.523435 2.704888 0.3 -0.1 0.0
H 2.883188 1.754545 2.535940 0.2 -0.1 -0.1
H 4.246899 2.063720 1.504551 -0.2 -0.1 -0.3
H 2.980932 1.294596 -0.462251 -0.4 -0.3 0.0
H 1.983007 2.395676 0.448922 0.0 -0.3 0.0
H 1.522590 -0.646944 -0.452486 -0.3 0.0 0.1
H -0.009556 1.126862 0.247098 0.2 0.0 0.0
H 1.262340 -0.018317 2.008786 -0.3 -0.1 0.1
H -1.366351 -1.492910 3.211085 -0.1 0.0 -0.1
H -2.642187 -0.942334 2.087073 0.1 0.2 0.1
H -1.278435 0.161465 2.595097 -0.4 0.0 0.0
H -1.256716 -2.436431 -0.895545 0.1 -0.7 -0.3
C -0.300787 5.226107 -3.779711 0.1 -0.2 0.2
C 0.929734 6.108480 -3.804294 -0.5 0.2 -0.5
O 1.675069 5.982410 -2.582892 0.2 0.1 0.3
C 2.505305 4.947974 -2.523116 -0.6 0.6 -0.4
O 2.667694 4.142962 -3.382804 0.4 -0.6 -0.2
C 3.259596 4.962731 -1.198525 0.3 -0.1 0.7
F 2.456545 5.234175 -0.171723 -0.4 0.1 0.2
F 4.216719 5.889199 -1.205238 0.2 0.4 -0.3
F 3.833821 3.796949 -0.953777 0.2 -0.4 -0.2
H -0.908708 5.443273 -2.900483 0.0 0.1 -0.1
H -0.903176 5.386474 -4.673456 0.0 0.0 0.0
H -0.026217 4.171968 -3.732211 0.0 0.0 -0.1
H 0.639503 7.155574 -3.871856 0.1 0.0 0.2
H 1.564130 5.889374 -4.662847 0.1 -0.1 0.1
C -4.438381 -3.059459 0.420293 -0.2 -0.1 -0.1
C -3.850041 -4.017755 1.434843 0.2 0.8 0.0
O -4.624090 -5.227230 1.496179 -0.1 -0.3 0.2
C -4.335891 -6.136542 0.573766 0.1 0.8 0.5
O -3.509531 -6.022214 -0.274024 0.3 -0.3 -0.6
C -5.193713 -7.379309 0.783717 -0.5 -0.5 0.0
F -6.461387 -7.067079 1.041144 -0.3 0.3 0.1
F -4.740930 -8.096479 1.811449 0.3 -0.1 0.4
F -5.185298 -8.160916 -0.283787 0.2 -0.1 -0.4
H -5.490661 -2.869743 0.639310 0.0 0.0 0.1
H -3.899104 -2.114264 0.428353 0.0 0.0 0.0
H -4.388810 -3.474387 -0.586731 0.1 0.0 0.0
H -3.890447 -3.576992 2.429971 -0.2 -0.2 0.1
H -2.804399 -4.240609 1.220510 -0.1 -0.2 -0.1
```
Forces are in eV/Å.

Calculated values
highest occupied orbital energy	-0.27492	Ha
frontier orbital gap	8.08	eV
largest force on an atom	1.82	eV Å⁻¹
relative energy (zero: lowest compared OMol25 entry of this formula, charge and spin)	0.0	kJ/mol
SMILES	CCOC(=O)C(F)(F)F.CCOC(=O)C(F)(F)F.CCCC[PH3]P(C)O

***

No. 3
Computed, not measured: a molecular structure, C13H26IN6O7PV at a distorted geometry, with wB97M-V/def2-TZVPD.

```
55
Properties=species:S:1:pos:R:3:forces:R:3
V 0.788823 -0.511864 0.562190 -0.7 -1.5 1.1
O -0.344773 0.820647 1.585494 -0.5 0.5 -0.1
C -1.594137 0.870797 1.601500 -0.1 -0.9 -0.7
C -2.469795 -0.014410 0.825117 0.1 1.1 -0.3
C -3.882041 0.113919 0.949289 0.8 -1.2 -0.9
C -4.654490 -0.657336 0.089158 -0.6 0.7 1.7
C -4.177842 -1.521800 -0.872929 -0.6 1.2 0.6
C -2.831363 -1.478942 -1.082240 0.6 -1.5 -1.3
C -1.973250 -0.769471 -0.277793 1.7 0.6 -0.1
O -0.653099 -0.741742 -0.677336 -0.8 0.2 0.8
N -6.114335 -0.628003 0.338339 -1.2 1.2 1.3
O -6.830455 -1.249656 -0.388961 0.1 -0.8 -1.0
O -6.534860 0.043701 1.279298 1.1 -0.4 -0.6
H -2.088796 1.612929 2.229670 0.1 0.1 0.1
H -4.361458 0.725602 1.689483 -0.1 0.2 0.3
H -4.939316 -2.055751 -1.404469 0.1 -0.5 -0.5
H -2.391980 -2.103943 -1.868047 -0.1 0.2 0.2
N -0.239348 -1.847624 2.000739 -0.4 -0.3 0.5
C -0.190578 -3.273961 1.515298 -0.2 -0.1 0.7
C 1.302537 -3.486759 1.462359 -0.5 0.2 0.3
N 1.800056 -2.541069 0.452760 1.2 1.2 1.3
H 0.261756 -1.863950 2.906629 -0.3 0.3 -0.6
H -1.186728 -1.539485 2.251997 0.3 -0.4 -0.3
H -0.617830 -3.358150 0.500677 0.0 0.1 0.5
H -0.707058 -3.983753 2.208091 0.4 0.6 -0.6
H 1.637230 -4.487058 1.288772 0.0 -0.7 -0.4
H 1.730876 -3.208609 2.421281 0.1 0.1 0.2
H 1.663991 -2.938280 -0.430517 -0.2 -0.8 -1.8
H 2.812356 -2.500784 0.606444 -0.2 0.3 -0.4
N 2.191098 3.990962 -2.540582 0.6 -0.8 0.6
C 2.493371 2.519073 -2.418088 0.2 -0.3 -1.2
P 1.108050 1.544299 -1.710615 -0.7 0.7 -0.8
O 1.843818 0.608333 -0.783029 -0.4 -0.6 0.7
O -0.011484 2.451154 -1.267163 1.0 -0.8 -0.6
C 0.517055 0.559972 -3.211505 -0.3 0.8 -0.1
N -0.980933 0.676473 -3.321996 0.8 0.6 0.6
H 3.023873 4.521907 -2.318826 0.5 0.3 -0.2
H 1.571232 4.154739 -1.763643 -1.1 0.7 0.3
H 1.811764 4.329103 -3.419626 -0.3 -0.1 -0.1
H 3.347081 2.424760 -1.769572 0.3 0.0 0.4
H 2.777857 2.078186 -3.392637 0.0 0.5 0.4
H 0.778388 -0.489746 -3.191418 0.2 -0.1 0.1
H 0.879252 1.003716 -4.138065 0.4 -0.1 0.1
H -1.292781 1.412435 -2.669666 -0.1 0.1 0.0
H -1.363954 -0.191471 -3.022338 -0.9 -0.9 0.4
H -1.281553 0.888189 -4.261464 -0.3 0.1 -0.4
N 4.055735 0.177975 3.207843 -0.8 1.8 -0.6
C 3.018457 0.525854 2.404465 0.2 -1.3 2.8
O 2.206436 -0.360140 2.029401 0.6 0.4 -0.7
C 2.689407 1.957569 2.270047 -0.2 1.0 -1.1
I 4.334178 2.974316 1.390425 0.2 0.3 -0.5
H 4.154385 -0.759692 3.564090 0.0 -0.1 -0.2
H 4.561214 0.942423 3.696605 -0.3 -1.0 -0.6
H 2.575730 2.496082 3.197794 -0.1 -0.4 0.5
H 1.778222 2.138317 1.677291 0.6 -0.3 0.2
```
Forces are in eV/Å.

Calculated values
multiplicity	3
highest occupied orbital energy (spin up / spin down)	-0.64112 / -0.64159	Ha
frontier orbital gap (spin up / spin down)	8.20 / 8.22	eV
largest force on an atom	3.11	eV Å⁻¹
charge	+3
relative energy (zero: lowest compared OMol25 entry of this formula, charge and spin)	0.0	kJ/mol